{"formula": "C6H7NO2", "method": "wB97M-V/def2-TZVPD", "lumo_energy_ev": 0.8, "charge": 0, "homo_ev": -8.8, "symbols": ["O", "C", "C", "C", "C", "O", "C", "C", "N", "H", "H", "H", "H", "H", "H", "H"], "xyz": [[3.20206, -0.16539, 0.04807], [2.07513, 0.22457, 0.14208], [1.25849, 1.46104, -0.18146], [0.07753, 0.69078, 0.42802], [-1.34392, 0.16503, -0.37605], [-2.36318, 0.52036, 0.46951], [-1.01834, -1.34677, -0.32640], [0.16975, -1.61010, 0.15685], [0.89456, -0.47636, 0.57563], [1.56077, 2.49805, 0.05489], [1.11546, 1.37746, -1.27770], [-0.31095, 1.05998, 1.39642], [-1.45832, 0.56252, -1.43316], [-2.69125, -0.31613, 0.77843], [-1.76498, -2.06451, -0.62850], [0.59717, -2.58053, 0.17337]], "forces_ev_per_a": [[-0.393, 0.404, 0.017], [0.320, -1.363, -0.033], [-0.246, 0.196, -1.069], [-2.818, 0.695, -0.410], [4.015, 0.041, 0.079], [-1.227, 0.410, -0.021], [-1.634, 1.669, -0.642], [1.393, 0.031, 0.014], [0.366, -0.189, 0.041], [-0.189, -0.755, 0.220], [0.236, 0.313, 0.308], [0.205, -0.012, -0.481], [-0.027, -0.317, 1.234], [-0.667, -0.252, 0.602], [0.179, -0.253, -0.196], [0.488, -0.617, 0.337]]}

=====

{"formula": "C2H7N2", "method": "wB97M-V/def2-TZVPD", "lumo_energy_ev": -3.5, "charge": 1, "homo_ev": -16.6, "symbols": ["C", "C", "N", "N", "H", "H", "H", "H", "H", "H", "H"], "xyz": [[2.45480, -0.13543, -0.09654], [-1.23650, 0.64997, -0.08778], [3.57822, 0.10625, 0.08886], [-0.62707, -0.69168, 0.11123], [0.48134, -0.59386, 0.37263], [-2.24899, 0.70254, -0.61309], [-0.43863, 1.44377, -0.35474], [-1.48108, 0.96463, 0.94507], [4.52998, 0.07109, 0.25881], [-0.65258, -1.43304, -0.61637], [-1.00440, -0.97493, 1.07646]], "forces_ev_per_a": [[0.899, 0.354, 0.514], [-0.172, 2.506, 0.612], [-3.013, -0.595, -0.566], [2.389, -0.576, 2.957], [-2.291, 0.127, -1.349], [1.894, -0.445, 0.145], [-1.480, -1.599, -0.433], [-0.023, -0.078, -0.479], [1.906, 0.176, 0.268], [-0.498, 0.707, 0.551], [0.388, -0.577, -2.220]]}

=====

{"formula": "C13H21N3OS2", "method": "wB97M-V/def2-TZVPD", "lumo_energy_ev": 0.8, "charge": 0, "homo_ev": -8.5, "symbols": ["C", "C", "C", "C", "C", "O", "N", "N", "C", "S", "N", "C", "C", "C", "C", "C", "S", "C", "C", "H", "H", "H", "H", "H", "H", "H", "H", "H", "H", "H", "H", "H", "H", "H", "H", "H", "H", "H", "H", "H"], "xyz": [[-1.79746, -2.58346, 1.25225], [-2.51466, -2.26597, -0.06112], [-2.88493, -0.81732, -0.12556], [-1.96538, 0.21801, -0.48442], [-0.57654, -0.02483, -0.90053], [-0.16682, -1.01832, -1.48379], [0.27494, 1.00696, -0.63913], [1.62282, 0.79309, -0.91390], [2.55410, 1.23268, -0.03336], [2.14752, 2.34462, 1.13464], [3.83330, 0.84334, -0.19191], [4.31678, -0.28256, -0.95708], [4.32036, -1.60831, -0.16838], [2.91403, -2.02532, 0.25574], [5.23203, -1.50569, 1.05328], [-2.52485, 1.46284, -0.41275], [-4.16176, 1.40742, 0.07852], [-4.10738, -0.32286, 0.21772], [-5.31731, -1.07222, 0.65674], [-0.87351, -2.01406, 1.32405], [-1.55298, -3.64167, 1.30100], [-2.42406, -2.33076, 2.10532], [-1.85121, -2.49727, -0.89446], [-3.41275, -2.87912, -0.14646], [0.13496, 1.71774, 0.07665], [1.72322, -0.09418, -1.40535], [4.46570, 1.22897, 0.49354], [3.71687, -0.38757, -1.86332], [5.34028, -0.04939, -1.26366], [4.72305, -2.37097, -0.84364], [2.95331, -2.97476, 0.78426], [2.25596, -2.14843, -0.60215], [2.48140, -1.28887, 0.93068], [6.22992, -1.18020, 0.76697], [4.82729, -0.80086, 1.77631], [5.31614, -2.47357, 1.54077], [-2.07984, 2.40672, -0.65742], [-6.12645, -0.38217, 0.88075], [-5.10341, -1.65978, 1.54904], [-5.65057, -1.75502, -0.12524]], "forces_ev_per_a": [[-0.085, -0.075, -0.173], [0.062, -0.049, 0.080], [-0.104, -0.004, -0.071], [-0.481, 0.246, 0.099], [0.545, 0.436, -0.077], [-0.035, -0.290, -0.036], [0.143, 0.227, 0.124], [0.095, -0.670, -0.330], [-0.095, 0.408, 0.000], [-0.080, 0.341, 0.504], [0.039, -0.113, -0.012], [0.018, -0.482, -0.040], [-0.052, 0.177, 0.063], [0.234, -0.025, -0.164], [-0.078, -0.073, -0.289], [-0.255, -0.038, 0.054], [0.452, -0.518, -0.036], [0.118, 0.469, -0.138], [0.011, -0.092, -0.011], [0.109, 0.048, 0.059], [0.073, -0.104, 0.075], [-0.019, 0.019, 0.109], [-0.146, -0.080, 0.018], [-0.016, -0.019, -0.046], [0.006, -0.181, -0.046], [0.001, 0.221, 0.112], [-0.226, 0.080, -0.045], [0.085, 0.031, -0.056], [-0.108, -0.008, -0.088], [0.009, 0.045, -0.016], [-0.036, -0.095, 0.072], [-0.140, -0.022, -0.047], [-0.094, 0.072, 0.081], [0.160, 0.036, 0.032], [-0.033, 0.082, 0.121], [0.030, -0.067, 0.096], [0.168, 0.181, -0.094], [-0.129, -0.057, 0.052], [-0.070, -0.028, 0.058], [-0.077, -0.027, 0.008]]}

=====

{"formula": "C6H12S", "method": "wB97M-V/def2-TZVPD", "lumo_energy_ev": [0.6, -0.1], "charge": 0, "homo_ev": [-8.6, -6.7], "symbols": ["C", "C", "C", "C", "C", "C", "S", "H", "H", "H", "H", "H", "H", "H", "H", "H", "H", "H", "H"], "xyz": [[-0.85778, 0.81777, 2.77064], [-0.35176, 1.32226, 1.66656], [-1.69654, -0.90668, -0.90817], [2.17062, 0.07689, -0.83893], [-0.37942, -0.22438, -1.34377], [0.80786, -0.40216, -0.44881], [0.54280, -1.73202, 0.66852], [-1.49311, 1.34775, 3.59744], [-1.06944, -0.17941, 3.03852], [-0.38163, 2.37706, 1.41658], [-2.01509, -0.80338, 0.12616], [-1.67356, -2.02961, -1.16981], [-2.64562, -0.54991, -1.33179], [2.77245, 0.41062, -0.05667], [2.80000, -0.81607, -1.14120], [2.24715, 0.74088, -1.65854], [-0.14146, -0.64108, -2.32428], [-0.51986, 0.88280, -1.37220], [1.73245, -1.51918, 1.17998]], "forces_ev_per_a": [[-1.774, 1.256, 0.907], [-0.471, 0.146, 0.982], [-0.687, -1.673, -0.290], [0.125, -3.023, -0.515], [-0.762, 1.032, 0.282], [-1.284, -0.071, 0.768], [0.630, 0.191, -0.477], [1.417, 0.254, -1.628], [0.751, -1.703, -0.394], [0.353, -0.029, -0.348], [0.896, -0.073, 0.516], [0.041, 1.620, 0.564], [0.681, 0.302, -0.916], [0.587, 1.077, 1.687], [-0.720, 0.462, -0.118], [-0.473, 0.895, -0.759], [0.076, 0.400, -0.358], [-0.078, -0.719, -0.627], [0.693, -0.345, 0.722]]}

=====

{"formula": "C3H4OS2", "method": "wB97M-V/def2-TZVPD", "lumo_energy_ev": -1.0, "charge": 0, "homo_ev": -8.8, "symbols": ["C", "C", "C", "S", "S", "H", "H", "O", "H", "H"], "xyz": [[-0.65646, 0.35752, 2.03789], [-0.50317, -0.05667, 0.90960], [-0.21966, -0.65098, -0.27531], [0.55898, -2.08820, -0.31628], [-1.56306, -0.16961, -1.45648], [-0.83083, 0.59409, 2.99808], [-0.73357, -0.55260, -2.49696], [0.95709, 1.21750, -0.81193], [1.35970, 1.98027, -0.45281], [0.20742, 1.47463, -0.90138]], "forces_ev_per_a": [[0.324, -1.149, -3.703], [0.098, 1.645, 4.318], [-2.051, -3.029, -1.906], [0.269, 0.808, -0.500], [2.053, -0.509, -0.759], [-0.476, 0.859, 2.651], [-0.982, 0.235, 0.460], [14.084, -4.487, 0.879], [1.489, 1.068, 0.797], [-14.809, 4.558, -2.238]]}

=====

{"formula": "C3H7N2O2", "method": "wB97M-V/def2-TZVPD", "lumo_energy_ev": -4.1, "charge": 1, "homo_ev": -14.3, "symbols": ["N", "C", "C", "N", "O", "C", "O", "H", "H", "H", "H", "H", "H", "H"], "xyz": [[0.49977, 1.07180, 1.46721], [-0.16518, -0.01212, 0.78109], [-0.96387, 0.23724, -0.52666], [-0.16193, -0.92515, -1.03202], [-0.21270, -1.35056, -2.32554], [0.68893, -1.04617, -0.01471], [1.78406, -1.45509, 0.21519], [1.55851, 0.64441, 1.48395], [0.11196, 1.35715, 2.38674], [0.32308, 1.76527, 0.70544], [-0.86977, -0.57577, 1.46148], [-2.14036, 0.08530, -0.54866], [-0.90799, 1.23662, -1.09566], [0.45549, -1.03293, -2.95785]], "forces_ev_per_a": [[2.662, -0.733, -1.468], [-4.089, -2.903, 0.861], [-1.986, 0.123, -0.938], [-1.232, 1.706, -2.342], [-0.821, -1.317, 0.067], [1.088, 1.686, 0.721], [0.182, -0.516, 0.083], [-2.398, 1.967, 0.434], [0.478, -0.254, -0.670], [1.224, 0.596, 1.425], [1.027, 0.667, -0.362], [2.501, -0.207, 0.455], [0.906, -1.357, 0.764], [0.458, 0.540, 0.969]]}

=====

Quick rundown of energy relative to the best compared isomer or geometry (same formula, charge and spin), same order as above: 1.951; 2.257; 0.000; 5.302; 4.912; 3.711 eV
Quick rundown of max |F|, same order as above: 0.07810; 0.07477; 0.01465; 0.05969; 0.30445; 0.09895 hartree/bohr